{
  "formula": "CH7O2",
  "method": "wB97M-V/def2-TZVPD",
  "species": ["O", "H", "H", "H", "C", "O", "H", "H", "H", "H"],
  "coordinates": [[-0.35741, 1.33955, 1.29365], [-1.20959, 1.41619, 1.73660], [-0.09309, 2.26538, 1.35338], [-0.44474, 0.16008, 0.22871], [0.86460, -1.21136, -0.79320], [-0.34048, -0.30030, -0.66550], [1.20350, -1.18450, 0.23861], [0.50840, -2.20126, -1.01443], [1.54127, -0.73017, -1.47648], [-1.18712, -0.19945, -1.11470]],
  "mol_weight_g_mol": 51.065,
  "orbital_gap_ev": 13.49,
  "charge": 1
}

---

{
  "formula": "CH7O2",
  "method": "wB97M-V/def2-TZVPD",
  "species": ["O", "H", "H", "H", "C", "O", "H", "H", "H", "H"],
  "coordinates": [[1.19859, -0.88329, -1.22725], [1.89927, -0.30090, -1.54879], [1.12473, -1.59468, -1.87451], [-1.81107, -0.40595, 0.10508], [-0.37878, 0.91171, 1.00171], [-0.87345, -0.29586, 0.31053], [0.49857, 1.24566, 0.45381], [-0.21577, 0.63599, 2.03226], [-1.17805, 1.62819, 0.88051], [-0.26406, -0.94086, -0.13334]],
  "mol_weight_g_mol": 51.065,
  "orbital_gap_ev": 12.87,
  "charge": 1
}

---

Looking at DFT total energy for the records above, in order, we have -5237.34500, -5237.42517 eV.
Looking at energy above the lowest of the compared OMol25 structures with the same formula, charge and spin for the records above, in order, we have 47.3, 39.6 kJ/mol.
Looking at HOMO for the records above, in order, we have -17.462, -16.917 eV.